Entry 1:
Entry from the Open Molecules 2025 dataset: a cluster of 2 separate species, C10H18N in total in a non-equilibrium geometry (the ωB97M-V functional and the def2-TZVPD basis).

Calculated values
Kohn-Sham gap: 0.33745 Eh
ΔE to the lowest compared entry with this formula, charge and spin: 39.2 kcal per mole

The geometry in ORCA input format:
```
! RIJCOSX wB97M-V def2-TZVPD def2/J DEFGRID3
* xyz 1 1
C 0.452 -1.814 0.215
C 1.624 -2.529 0.912
C 0.856 -0.480 -0.356
C 0.985 -0.360 -1.748
C 1.585 0.435 0.447
C 1.408 0.863 -2.231
C 1.973 1.701 -0.030
C 1.923 1.858 -1.421
H 0.378 -2.519 -0.709
H -0.462 -2.111 0.670
H 2.628 -2.418 0.520
H 0.730 -1.280 -2.261
H 2.137 0.241 1.348
H 1.401 1.029 -3.307
H 2.444 2.506 0.539
H 2.044 2.852 -1.819
H 1.397 -3.585 0.937
H 1.769 -2.311 1.991
C -2.433 1.351 0.757
C -2.327 0.089 1.598
N -2.058 0.986 -0.657
H -3.470 1.672 0.836
H -1.989 2.286 1.163
H -1.369 -0.425 1.570
H -3.040 -0.681 1.237
H -1.031 1.062 -0.720
H -2.243 -0.034 -0.715
H -2.597 1.482 -1.386
H -2.715 0.135 2.622
*
```

---

Entry 2:
Entry from the Open Molecules 2025 dataset: a cluster of 2 separate species, CH5INPS in total in a non-equilibrium geometry (the ωB97M-V functional and the def2-TZVPD basis).

Calculated values
Kohn-Sham gap (alpha / beta): 0.26088 / 0.26095 Eh
ΔE to the lowest compared entry with this formula, charge and spin: 85.3 kcal per mole

The geometry in ORCA input format:
```
! RIJCOSX wB97M-V def2-TZVPD def2/J DEFGRID3
* xyz 0 1
C 0.461 0.065 -1.382
N 0.753 -0.867 1.687
P -0.609 0.699 -0.021
S -1.063 2.533 0.305
I -2.694 -0.552 -0.198
H 0.496 0.520 -2.396
H 1.484 0.189 -0.771
H 0.238 -1.051 -1.455
H 0.918 -0.048 2.208
H 0.017 -1.489 2.022
*
```

---

Entry 3:
Entry from the Open Molecules 2025 dataset: a cluster of 2 separate species, C2H6I2N2 in total in a non-equilibrium geometry (the ωB97M-V functional and the def2-TZVPD basis).

Calculated values
Kohn-Sham gap: 0.32525 Eh
ΔE to the lowest compared entry with this formula, charge and spin: 6.4 kcal per mole

The geometry in ORCA input format:
```
! RIJCOSX wB97M-V def2-TZVPD def2/J DEFGRID3
* xyz 0 1
C 1.744 2.240 0.200
C -1.090 -0.199 -0.994
N -1.216 -2.251 0.472
N -0.700 -1.361 -0.485
I 2.331 0.159 0.140
I -2.906 0.462 -0.017
H 2.686 2.791 0.379
H 1.273 2.655 -0.664
H 1.147 2.177 1.094
H -2.145 -1.753 0.691
H -1.319 -3.256 0.083
H 0.197 -1.664 -0.899
*
```

---

Entry 4:
Entry from the Open Molecules 2025 dataset: a structure of composition C3H2O3S in a non-equilibrium geometry (the ωB97M-V functional and the def2-TZVPD basis).

Calculated values
Kohn-Sham gap: 0.32105 Eh
ΔE to the lowest compared entry with this formula, charge and spin: 76.9 kcal per mole

The geometry in ORCA input format:
```
! RIJCOSX wB97M-V def2-TZVPD def2/J DEFGRID3
* xyz 0 1
C -0.180 -0.451 0.409
C 0.824 -0.888 -0.233
C 0.242 0.980 -1.218
H -0.874 0.392 2.745
H 1.733 -1.651 -0.230
O 1.194 -0.005 -1.189
O 0.331 1.901 -1.844
O -0.638 0.781 -0.250
S -0.829 -1.125 1.875
*
```

---

Entry 5:
Entry from the Open Molecules 2025 dataset: a structure of composition C25H37FHgN4O3S2 in a non-equilibrium geometry (the ωB97M-V functional and the def2-TZVPD basis).

Calculated values
Kohn-Sham gap: 0.26965 Eh

The geometry in ORCA input format:
```
! RIJCOSX wB97M-V def2-TZVPD def2/J DEFGRID3
* xyz 2 1
Hg -0.754 -3.833 -0.276
S 0.295 -4.016 2.098
S 0.178 -3.734 -2.702
C 2.036 -3.681 1.700
C 0.265 -5.858 2.019
C 0.839 -6.531 0.780
N 0.122 -6.114 -0.442
C 0.815 -6.374 -1.721
C 0.200 -5.569 -2.858
H -0.794 -6.122 2.140
H 0.816 -6.172 2.913
H 0.718 -7.620 0.901
H 1.907 -6.309 0.667
H 0.705 -7.444 -1.967
H 1.883 -6.151 -1.610
H -0.855 -5.847 -2.991
H 0.737 -5.761 -3.795
C 1.920 -3.390 -2.311
H -0.778 -6.596 -0.466
H 2.284 -3.992 -1.474
H 1.959 -2.328 -2.048
H 2.525 -3.566 -3.207
H 2.123 -2.589 1.661
H 2.337 -4.106 0.737
H 2.665 -4.066 2.512
C -2.777 -4.509 -0.350
C -3.598 -3.252 -0.266
H -2.989 -5.153 0.508
H -2.959 -5.017 -1.301
H -4.084 -3.163 0.718
H -4.359 -3.154 -1.066
F 3.428 2.407 -0.591
C 2.094 2.401 -0.233
C 1.430 1.202 -0.272
C 0.068 1.149 0.108
C -0.663 -0.117 0.055
O -0.107 -1.200 -0.241
C -2.077 0.010 0.420
C -2.555 1.152 0.998
N -1.926 2.356 0.855
C -2.682 3.538 0.937
C -4.150 3.458 0.628
C -3.690 3.659 2.034
C -0.561 2.344 0.541
C 0.162 3.536 0.665
C 1.500 3.613 0.217
N 2.172 4.817 0.237
C 1.802 5.877 1.166
C 1.242 7.047 0.376
N 2.306 7.442 -0.593
C 2.856 6.392 -1.492
C 3.265 5.196 -0.639
C -3.122 -1.019 0.225
O -4.279 -0.893 0.605
O -2.689 -2.111 -0.415
H 1.912 0.283 -0.591
H -3.549 1.182 1.429
H -2.186 4.450 0.607
H -4.574 4.317 0.113
H -4.583 2.488 0.375
H -3.793 2.809 2.713
H -3.806 4.652 2.467
H -0.323 4.418 1.087
H 2.705 6.194 1.718
H 1.070 5.516 1.892
H 0.366 6.777 -0.215
H 1.010 7.908 1.007
H 1.982 8.227 -1.165
H 3.104 7.751 -0.028
H 3.718 6.808 -2.020
H 2.072 6.147 -2.212
H 4.121 5.476 0.000
H 3.549 4.358 -1.272
*
```

---

Entry 6:
Entry from the Open Molecules 2025 dataset: a cluster of 2 separate species, C3H6OS2 in total in a non-equilibrium geometry (the ωB97M-V functional and the def2-TZVPD basis).

Calculated values
Kohn-Sham gap: 0.17094 Eh
ΔE to the lowest compared entry with this formula, charge and spin: 136.6 kcal per mole

The geometry in ORCA input format:
```
! RIJCOSX wB97M-V def2-TZVPD def2/J DEFGRID3
* xyz 0 1
C -0.792 0.324 0.776
C -1.312 -1.016 0.272
O -2.440 -1.461 0.137
C 0.457 0.740 -0.007
S 1.935 0.260 1.065
S 1.741 0.139 -2.635
H -0.560 0.213 1.869
H -1.693 1.017 0.717
H -0.589 -1.856 0.315
H 0.616 1.817 -0.077
H 0.461 0.234 -0.971
H 2.175 -0.412 -1.462
*
```

---

Entry 7:
Entry from the Open Molecules 2025 dataset: a structure of composition C21H19BrF5N2SSiV in a non-equilibrium geometry (the ωB97M-V functional and the def2-TZVPD basis).

Calculated values
Kohn-Sham gap (alpha / beta): 0.21537 / 0.19475 Eh
⟨S²⟩: 0.8034
ΔE to the lowest compared entry with this formula, charge and spin: 13.8 kcal per mole

The geometry in ORCA input format:
```
! RIJCOSX wB97M-V def2-TZVPD def2/J DEFGRID3
* xyz -1 2
V -0.022 0.043 0.361
C -0.980 -3.529 0.628
C -0.526 -2.936 -0.665
C -0.244 -3.710 -1.783
C 0.188 -3.079 -2.938
C 0.304 -1.703 -2.976
C -0.043 -0.955 -1.842
N -0.420 -1.605 -0.693
N -0.049 0.404 -1.637
Si 0.490 1.632 -2.704
C -0.506 1.669 -4.279
C 2.278 1.446 -3.171
C 0.265 3.259 -1.807
H -2.001 -3.217 0.855
H -0.354 -3.166 1.446
H -0.939 -4.618 0.595
H -0.343 -4.787 -1.733
H 0.423 -3.663 -3.820
H 0.649 -1.194 -3.867
H -0.338 0.785 -4.900
H -0.241 2.553 -4.868
H -1.576 1.719 -4.050
H 2.471 0.512 -3.708
H 2.901 1.450 -2.274
H 2.592 2.277 -3.813
H -0.284 3.099 -0.876
H -0.291 3.984 -2.411
H 1.230 3.711 -1.554
F 2.691 5.940 2.102
C 2.549 4.616 1.908
C 1.628 3.896 2.637
F 0.876 4.523 3.558
C 1.485 2.530 2.425
F 0.567 1.905 3.189
C 2.249 1.833 1.500
S 2.171 0.053 1.261
C 3.168 2.598 0.795
F 3.976 2.031 -0.120
C 3.326 3.961 0.980
F 4.233 4.650 0.264
Br -5.467 -0.623 4.273
C -3.950 -0.350 3.145
C -2.716 -0.831 3.537
C -1.620 -0.632 2.698
C -1.714 0.040 1.464
C -2.994 0.516 1.134
C -4.105 0.331 1.949
H -2.610 -1.351 4.482
H -0.654 -1.000 3.036
H -3.140 1.053 0.201
H -5.077 0.716 1.666
*
```

---

Entry 8:
Entry from the Open Molecules 2025 dataset: an isolated molecule of C24H34N2O4 (the ωB97M-V functional and the def2-TZVPD basis).

Calculated values
Kohn-Sham gap: 0.30893 Eh
SMILES: COc1cc(CN2CCN(CCCc3ccccc3)[C@H](CCO)C2)cc(OC)c1O
ΔE to the lowest compared entry with this formula, charge and spin: 85.6 kcal per mole

The geometry in ORCA input format:
```
! RIJCOSX wB97M-V def2-TZVPD def2/J DEFGRID3
* xyz 0 1
C 3.136 2.572 2.681
H 3.645 2.657 3.640
O 3.836 1.588 1.964
C 3.364 1.239 0.713
C 2.281 1.820 0.085
C 1.898 1.379 -1.178
C 2.609 0.358 -1.775
C 3.706 -0.245 -1.157
C 4.096 0.206 0.104
O 5.167 -0.318 0.788
H 5.222 0.164 1.625
O 4.287 -1.238 -1.888
C 5.369 -1.971 -1.358
H 6.233 -1.333 -1.163
H 5.621 -2.703 -2.125
H 5.091 -2.489 -0.437
H 2.339 -0.005 -2.754
C 0.683 1.974 -1.849
N -0.573 1.303 -1.547
C -0.643 -0.060 -2.029
C -2.074 -0.565 -1.879
N -2.484 -0.484 -0.493
C -3.747 -1.142 -0.229
H -4.481 -0.963 -1.035
C -3.580 -2.654 -0.055
H -4.574 -3.104 0.001
H -3.076 -3.068 -0.928
C -2.799 -3.022 1.209
C -1.376 -2.540 1.194
C -0.472 -3.036 0.262
C 0.848 -2.623 0.265
C 1.290 -1.717 1.214
C 0.400 -1.218 2.147
C -0.922 -1.628 2.136
H -1.609 -1.236 2.873
H 0.738 -0.511 2.892
H 2.321 -1.400 1.220
H 1.538 -3.010 -0.471
H -0.803 -3.758 -0.471
H -2.801 -4.112 1.308
H -3.314 -2.608 2.079
H -4.163 -0.730 0.695
C -2.375 0.867 0.027
C -0.927 1.335 -0.142
H -0.273 0.683 0.458
H -0.853 2.362 0.216
C -3.335 1.891 -0.619
H -2.844 2.325 -1.489
H -4.249 1.388 -0.939
C -3.741 3.011 0.334
O -2.621 3.810 0.658
H -2.910 4.539 1.215
H -4.514 3.628 -0.149
H -4.173 2.580 1.250
H -2.589 0.809 1.101
H -2.740 0.019 -2.538
H -2.114 -1.609 -2.196
H 0.030 -0.728 -1.468
H -0.362 -0.077 -3.085
H 0.811 1.944 -2.935
H 0.565 3.018 -1.542
H 1.730 2.618 0.555
H 3.166 3.538 2.168
H 2.094 2.281 2.845
*
```